Formula: C25H37CeN5P2
Source: the Open Molecules 2025 dataset
Level of theory: ωB97M-V/def2-TZVPD

Each line ends with the Mulliken spin population.
Element x y z (Å)
Ce (0.47056, 0.98210, 1.13765)  1.0102
P (0.05441, -1.93199, -0.61212)  -0.0046
P (-2.12513, 0.73082, -0.86914)  0.0044
N (0.75859, 0.13561, 4.87903)  -0.0009
N (0.11854, -0.17360, -3.71468)  0.0002
N (-1.36789, -1.23111, 4.62618)  -0.0011
N (-1.47272, 1.30462, 4.54939)  -0.0001
N (-0.61197, -0.04477, 2.72523)  0.0203
C (2.86838, -2.42330, -2.99516)  0.0002
C (-0.13955, 1.15799, -3.70989)  0.0020
C (-0.00676, -1.10439, 5.21283)  0.0009
C (0.91828, 2.17268, -3.82992)  0.0003
C (0.40197, -2.66514, -2.33489)  -0.0001
C (3.99172, -1.57126, -3.05363)  -0.0001
C (0.50537, 3.53687, -3.68274)  -0.0004
C (3.80830, -0.19315, -3.12380)  -0.0003
C (-1.82586, 2.89674, -3.81440)  0.0006
C (-2.72921, 2.41317, -0.49235)  -0.0018
C (-0.83036, 3.89058, -3.89403)  -0.0002
C (-2.48066, 0.66039, -2.74552)  -0.0010
C (1.38401, -0.56596, -3.44586)  -0.0005
C (2.25647, 1.70511, -3.69772)  -0.0013
C (1.57134, -1.91944, -2.97703)  0.0000
C (0.94182, 0.10784, 3.42487)  0.0180
C (2.54212, 0.32489, -3.56878)  0.0008
C (-1.35030, 1.24214, 3.08092)  0.0085
C (-3.59024, -0.22158, -0.27566)  -0.0010
C (-1.23670, -1.24558, 3.14930)  -0.0020
C (1.38736, -2.77188, 0.33881)  -0.0008
C (-1.50697, 1.57099, -3.51133)  -0.0008
C (-2.12985, 0.02687, 4.93687)  0.0007
C (-1.35342, -3.02469, -0.19708)  0.0005
C (-0.10463, 1.33855, 5.16366)  -0.0035
H (-3.09712, -0.02692, 4.41261)  -0.0002
H (-1.07004, -4.09138, -0.18722)  -0.0001
H (2.96066, 2.40551, -3.20923)  -0.0004
H (2.30706, -2.22774, 0.12286)  0.0004
H (-3.56169, -1.26195, -0.63158)  0.0002
H (3.01985, -3.48792, -2.85710)  0.0000
H (-3.75624, 2.56134, -0.87229)  0.0001
H (1.46404, 1.06994, 3.19596)  -0.0041
H (-0.13131, -1.08030, 6.29816)  -0.0001
H (0.43497, 2.23713, 4.79427)  0.0009
H (1.49900, -0.76468, 3.05361)  -0.0033
H (1.24893, 4.29391, -3.38022)  0.0001
H (0.59486, -3.75589, -2.21389)  -0.0003
H (-1.06739, 4.93487, -4.11146)  0.0000
H (-0.79448, 2.14345, 2.72576)  0.0113
H (-2.38644, -0.40458, -3.05278)  -0.0001
H (-0.24919, 1.37011, 6.24874)  -0.0005
H (-2.34052, 1.22089, 2.59543)  -0.0061
H (-2.73484, 2.59590, 0.59509)  -0.0015
H (-0.55000, -2.54796, -2.90048)  -0.0001
H (1.50250, -3.82541, 0.06512)  0.0000
H (-2.22812, -1.29198, 2.66854)  0.0022
H (4.60380, 0.51531, -2.82647)  0.0001
H (5.01208, -1.96864, -3.06293)  0.0000
H (-2.22576, 0.04227, 6.02704)  -0.0002
H (2.06691, 0.12201, 0.87486)  -0.0228
H (-1.74871, -2.75023, 0.79197)  -0.0003
H (-2.13962, -2.86577, -0.95060)  0.0000
H (-3.53976, 0.97284, -2.89737)  0.0000
H (-3.59276, -0.24683, 0.82657)  0.0002
H (0.61195, -1.96469, 4.87297)  0.0000
H (-2.07313, 3.17283, -0.94673)  0.0008
H (1.18073, -2.69959, 1.41324)  -0.0004
H (-0.59416, -2.06773, 2.82413)  -0.0001
H (-4.52557, 0.25629, -0.61636)  0.0001
H (-2.86486, 3.20629, -3.86989)  0.0000
H (1.44800, 2.11234, 0.41399)  -0.0232

* frontier orbital gap: 6.7 eV
* electronic energy: -2405.9216 Eh
* net charge: +1
* expectation value of S²: 0.753
* HOMO energy: -9.85 eV
* multiplicity: 2